[1]
Formula: C2H7NO4
Source: OMol25
Level of theory: ωB97M-V/def2-TZVPD

The geometry in XYZ format:
```
14
C2H7NO4 ωB97M-V/def2-TZVPD
O 1.014 0.183 -2.169
O 0.566 1.044 0.770
C 0.819 -0.897 -1.439
H 1.734 -1.980 -0.147
O 1.890 -1.171 -0.655
O -0.165 -1.566 -1.457
H -1.564 -0.319 -0.045
N -0.523 0.517 1.545
H -0.675 1.212 2.280
H 1.838 0.630 -1.926
H -2.532 0.117 1.374
C -1.717 0.432 0.724
H 1.293 0.418 0.902
H -1.978 1.381 0.243
```

## Properties
* F_max: 0.71 eV Å⁻¹
* electronic energy: -436.0838 Eh
* 2S+1: 1
* HOMO level: -9.30 eV
* HOMO-LUMO gap: 9.8 eV
* ΔE to the lowest compared entry with this formula, charge and spin: 43.7 kcal/mol

=====

[2]
Formula: C32H37ClLaN2Si2
Source: OMol25
Level of theory: ωB97M-V/def2-TZVPD

The geometry in XYZ format:
```
75
C32H37ClLaN2Si2 ωB97M-V/def2-TZVPD
H -1.848 -1.247 -2.055
H -1.779 2.335 -0.642
N -1.373 -1.705 -1.293
Si 1.492 0.795 -2.060
H -2.633 -3.326 -1.036
C 7.326 2.869 -4.583
C 5.953 1.449 -0.891
C 6.299 1.896 -6.555
H -2.035 3.632 -4.193
H 9.703 1.620 -6.665
H 5.211 2.211 0.983
C -1.791 -2.892 0.901
C 6.185 2.552 -5.328
C -1.054 3.623 -3.722
C 8.592 2.536 -5.061
H -0.689 -2.352 -1.679
C -0.378 -3.455 0.839
H -3.241 -1.833 -0.296
C 8.714 1.882 -6.287
C 3.229 1.048 -1.560
C 2.127 5.263 -8.202
C 1.460 3.573 -2.529
C 1.538 3.999 -8.157
H -0.221 -4.037 -0.066
H 0.787 -2.110 1.892
H 7.688 1.050 -7.983
N 0.643 -2.337 0.909
C 7.578 1.562 -7.029
H 6.999 1.597 -0.635
Si 4.784 1.471 -7.545
H -0.179 -4.081 1.699
C 3.604 1.584 -0.311
C -0.515 2.416 -3.274
H 2.447 3.571 -2.074
C -0.937 0.476 2.080
H 5.205 2.823 -4.937
H 0.461 3.897 -8.288
H 3.973 6.367 -8.057
C -2.360 -2.456 -0.442
C -1.906 0.827 1.047
C 5.599 0.914 -2.131
La 0.044 -0.148 -0.044
H 5.363 4.367 -7.665
H 2.839 1.833 0.422
H 1.517 6.145 -8.369
H 0.662 2.927 0.359
C 0.221 1.325 1.909
H 5.217 0.909 -8.847
H 7.221 3.378 -3.624
C -0.025 2.196 0.777
H 6.375 0.650 -2.848
Cl 3.686 0.006 -6.608
C 4.255 0.725 -2.467
C 3.711 2.971 -7.765
C 3.506 5.385 -8.028
H 1.137 1.281 2.494
C -0.345 4.814 -3.568
C -1.339 1.885 0.246
H -2.868 0.344 0.891
H -0.768 5.755 -3.910
C 2.323 2.863 -7.940
H -2.461 -3.677 1.258
H -1.091 1.502 -3.391
H -1.059 -0.309 2.824
H 1.843 1.888 -7.898
H 9.477 2.784 -4.482
C 0.912 4.783 -2.967
H 1.523 -2.650 0.528
H 1.478 5.704 -2.842
H -1.834 -2.078 1.654
C 4.950 1.790 0.014
H 3.997 0.319 -3.438
H 1.508 -0.172 -3.171
C 0.759 2.361 -2.666
C 4.290 4.248 -7.810
```

## Properties
* F_max: 6.32 eV Å⁻¹
* electronic energy: -2421.6282 Eh
* total charge: +1
* 2S+1: 1
* HOMO level: -9.36 eV
* HOMO-LUMO gap: 6.4 eV
* ΔE to the lowest compared entry with this formula, charge and spin: 23.8 kcal/mol

=====

[3]
Formula: H2N3O2S
Source: OMol25
Level of theory: ωB97M-V/def2-TZVPD

The geometry in XYZ format:
```
8
H2N3O2S ωB97M-V/def2-TZVPD
O 0.966 -1.613 1.055
H -1.442 0.848 -0.970
N 0.046 -0.400 -0.467
H -0.099 1.324 0.036
O 0.189 -1.229 -1.339
N 0.507 -0.497 0.742
N -0.368 0.881 -0.893
S 0.200 0.686 1.835
```

## Properties
* F_max: 8.18 eV Å⁻¹
* electronic energy: -713.9277 Eh
* total charge: -1
* expectation value of S²: 2.008
* 2S+1: 3
* HOMO level (spin up / spin down): -1.16 / -3.84 eV
* HOMO-LUMO gap (spin up / spin down): 5.2 / 7.5 eV
* ΔE to the lowest compared entry with this formula, charge and spin: 48.2 kcal/mol

=====

[4]
Formula: C5H4O3
Source: OMol25
Level of theory: ωB97M-V/def2-TZVPD

The geometry in XYZ format:
```
12
C5H4O3 ωB97M-V/def2-TZVPD
H 0.789 -0.481 2.001
C -1.285 0.001 -1.689
C 0.055 0.046 0.147
C 1.071 0.005 1.095
C -1.135 -0.640 0.414
H 1.068 0.649 -1.697
O -1.561 -1.611 1.124
C -0.011 0.290 -1.261
O -2.158 -0.307 -0.626
H 2.678 0.918 1.990
H -1.713 0.322 -2.606
O 2.202 0.809 1.108
```

## Properties
* F_max: 9.45 eV Å⁻¹
* electronic energy: -418.5433 Eh
* 2S+1: 1
* HOMO level: -8.47 eV
* HOMO-LUMO gap: 8.0 eV
* ΔE to the lowest compared entry with this formula, charge and spin: 74.4 kcal/mol

=====

[5]
Formula: C20H18BrMnN6S
Source: OMol25
Level of theory: ωB97M-V/def2-TZVPD

The geometry in XYZ format:
```
47
C20H18BrMnN6S ωB97M-V/def2-TZVPD
H 5.429 -0.517 0.832
N 2.392 0.017 1.674
H 0.729 0.878 3.356
Mn 1.048 -0.715 -0.816
C -1.893 -4.072 -0.459
N -1.047 -0.599 -1.977
C 2.042 2.707 -1.198
N 0.396 1.016 -1.165
C 2.401 4.014 -1.097
C 1.417 4.986 -0.813
N 0.275 -2.388 -0.088
C 0.062 0.017 1.537
H 1.472 -3.929 -0.792
H -2.746 -2.779 1.002
C -0.905 0.397 -0.906
H -0.672 5.381 -0.426
H -2.091 -2.089 -2.817
H -0.468 -5.521 -1.077
C -0.642 -4.518 -0.712
H -0.999 1.137 3.014
H 2.774 1.944 -1.429
N 4.634 -0.255 1.388
C -0.172 0.432 2.944
C -3.404 -0.616 0.140
H -4.456 -0.397 0.266
C -0.896 -1.935 0.308
H 3.428 4.320 -1.240
H -1.349 3.052 -0.607
S 3.232 -0.917 -0.753
H -2.753 -4.711 -0.617
C -3.000 -1.702 -0.837
C -2.147 -2.706 0.089
C 0.458 -3.654 -0.541
H -1.713 1.117 -0.920
N 1.214 -0.159 1.009
C -2.044 -1.402 -1.973
H -3.868 -2.231 -1.225
H -0.429 -0.439 3.555
C 3.395 -0.344 0.910
H 4.783 0.046 2.338
C 0.063 4.616 -0.636
Br 1.894 6.751 -0.679
C 0.675 2.304 -1.018
C -1.037 -0.392 0.568
C -0.308 3.310 -0.735
H -2.702 0.630 1.701
C -2.474 -0.085 0.921
```

## Properties
* F_max: 1.49 eV Å⁻¹
* electronic energy: -5223.9556 Eh
* total charge: +2
* expectation value of S²: 6.139
* 2S+1: 5
* HOMO level (spin up / spin down): -14.04 / -14.81 eV
* HOMO-LUMO gap (spin up / spin down): 6.5 / 6.1 eV
* ΔE to the lowest compared entry with this formula, charge and spin: 160.3 kcal/mol

=====

[6]
Formula: C5H15NO
Source: OMol25
Level of theory: ωB97M-V/def2-TZVPD

The geometry in XYZ format:
```
22
C5H15NO ωB97M-V/def2-TZVPD
H -1.713 -1.334 0.235
C 0.094 -1.294 2.103
H 0.947 -1.467 1.452
C -1.377 -0.308 0.250
H 0.439 -1.133 3.123
H -0.506 -2.206 2.067
H 0.496 -0.554 -0.626
H -1.361 0.274 2.434
H -1.110 -1.577 -2.181
C -0.752 -0.109 1.636
H -0.842 1.890 -1.523
H -0.046 0.737 1.519
H 0.017 -0.438 -2.983
O 2.832 0.620 0.115
H 3.305 1.400 0.462
H -0.135 1.840 -0.069
H -1.633 0.038 -2.677
N -0.099 1.438 -1.002
C -0.791 -0.536 -2.262
C -0.416 -0.007 -0.894
H -2.316 0.251 0.139
H 2.164 1.038 -0.452
```

## Properties
* F_max: 2.24 eV Å⁻¹
* electronic energy: -329.4925 Eh
* 2S+1: 1
* HOMO level: -9.66 eV
* HOMO-LUMO gap: 10.7 eV
* ΔE to the lowest compared entry with this formula, charge and spin: 9.4 kcal/mol